The following is a quantum chemistry calculation of C26H28I3N5O4S2TcTe as an isolated structure in a non-equilibrium geometry, from the Open Molecules 2025 dataset.

XYZ file:
```
70
Properties=species:S:1:pos:R:3:forces:R:3:mulliken_charge:R:1
Tc -0.30587 -0.75560 0.18457 -0.5 0.2 -0.3 0.24
C 2.97925 -1.07110 -3.08412 0.8 0.1 0.1 -1.44
C 3.43846 -1.15419 -1.66213 0.0 -0.1 0.2 1.19
N 4.67750 -1.50899 -1.41623 0.0 0.0 0.0 -0.60
C 5.12674 -1.57162 -0.14944 0.0 0.0 -0.1 -1.03
C 4.35749 -1.27677 0.94775 -0.1 0.0 0.0 0.81
C 4.93696 -1.37708 2.33839 0.0 0.0 0.0 -0.92
O 4.79400 -0.17533 3.08713 0.0 0.0 0.0 -0.53
C 3.00614 -0.91912 0.71557 0.0 0.0 -0.1 -0.56
C 2.18579 -0.46234 1.80548 -0.1 0.1 0.1 -0.33
N 0.90147 -0.29216 1.76591 0.2 -0.3 0.0 0.53
C 0.28243 0.37251 2.87688 0.0 0.0 0.0 -0.40
C 0.56520 0.02536 4.19112 0.0 0.0 0.0 0.08
C -0.05035 0.70282 5.23321 0.0 0.0 0.0 -0.88
C -0.94934 1.72698 4.97391 0.0 0.0 0.0 -0.65
C -1.24120 2.08564 3.66386 0.0 0.0 0.0 -0.65
C -0.62141 1.40003 2.63776 0.0 0.0 -0.1 0.50
I -1.04278 1.86010 0.63206 0.1 -0.2 0.0 0.35
C 2.53672 -0.86466 -0.60500 0.2 0.0 0.2 0.24
O 1.29419 -0.52708 -0.90281 0.3 0.1 0.3 -0.58
H 3.81188 -1.30611 -3.74092 0.0 -0.1 0.0 0.40
H 2.60272 -0.07317 -3.31554 0.4 -0.1 0.1 0.43
H 2.16392 -1.77548 -3.26830 0.4 -0.3 0.0 0.13
H 6.16251 -1.86856 -0.03375 0.0 0.0 0.0 0.38
H 5.98366 -1.67731 2.26951 0.0 0.0 0.0 0.44
H 4.41747 -2.15002 2.90823 0.0 0.0 0.0 0.32
H 5.47662 0.44937 2.82045 0.0 0.0 0.0 0.31
H 2.71074 -0.14709 2.70387 0.0 0.0 0.0 1.10
H 1.25760 -0.78206 4.39605 0.0 0.0 0.0 0.58
H 0.17219 0.42264 6.25347 0.0 0.0 0.0 0.44
H -1.43153 2.24935 5.78842 0.0 0.0 0.0 0.43
H -1.93451 2.88899 3.45613 0.0 0.0 0.0 0.46
I 0.11971 -0.65126 -3.59206 -1.8 0.5 -0.7 0.25
C 1.10151 -3.89773 -1.54196 0.0 0.0 -0.1 -0.92
I 0.26790 -3.48303 0.26875 -0.1 0.1 0.1 0.31
H 2.02597 -4.45131 -1.54218 0.0 0.0 0.0 0.44
H 0.50185 -3.72333 -2.41956 -0.1 0.0 0.0 0.49
N -9.07812 0.85933 -1.16175 0.0 0.0 0.0 -0.46
C -7.83992 0.33716 -1.32892 0.0 0.0 0.0 1.13
C -7.66986 -1.02578 -1.62640 0.0 0.0 0.0 -0.81
C -6.41121 -1.55184 -1.80992 0.0 0.0 0.0 -0.33
C -5.29227 -0.73148 -1.68864 0.1 0.0 0.0 -0.25
C -5.44227 0.62111 -1.38429 0.0 0.0 0.1 -0.34
C -6.69623 1.15098 -1.19820 0.0 0.0 0.0 -0.94
S -3.71896 -1.38537 -2.04115 -0.1 -0.1 -0.5 1.03
O -3.81775 -2.81011 -2.14134 0.0 0.0 0.1 -0.69
O -3.18091 -0.69283 -3.21336 -0.1 0.0 0.2 -0.49
N -2.73745 -0.93519 -0.83182 0.4 0.1 -0.2 -0.19
C -3.00199 -1.37687 0.39983 -0.4 -0.1 -0.1 0.45
S -4.41349 -2.05952 1.13043 0.1 0.0 0.0 0.00
C -3.53768 -2.23757 2.62254 0.1 0.0 -0.1 -0.48
C -2.27906 -1.78156 2.50395 -0.3 0.0 0.0 -1.07
N -1.99254 -1.28169 1.24469 0.5 -0.1 1.0 0.68
H -9.89761 0.29621 -1.29657 0.0 0.0 0.0 0.20
H -9.21011 1.83570 -0.97407 0.0 0.0 0.0 0.19
H -8.53996 -1.66339 -1.71487 0.0 0.0 0.0 0.33
H -6.27976 -2.59933 -2.04615 0.0 0.0 0.0 0.52
H -4.56794 1.25362 -1.27317 0.0 0.0 0.0 0.36
H -6.81607 2.19801 -0.95004 0.0 0.0 0.0 0.32
H -4.00457 -2.67630 3.48814 0.0 0.0 0.0 0.47
H -1.52269 -1.77584 3.27135 0.0 0.0 0.1 0.46
C -2.44175 1.34637 -5.19557 -0.2 0.1 0.0 -0.98
Te -1.61133 1.32303 -3.26120 0.1 0.0 -0.4 0.49
C -0.15184 2.79689 -3.73965 0.0 0.1 0.0 -1.22
H -3.03129 2.25825 -5.28315 0.0 0.0 0.0 0.44
H -3.07375 0.46903 -5.28338 0.0 0.0 0.0 0.29
H -1.62654 1.34272 -5.91388 0.0 0.0 0.0 0.39
H 0.21006 2.65390 -4.75451 0.0 -0.1 0.0 0.38
H 0.67262 2.72739 -3.03335 0.0 0.0 0.0 0.32
H -0.62548 3.77438 -3.64661 0.0 0.0 0.0 0.45
```
Forces are in eV/Å.

Properties
HOMO energy (spin up / spin down) = -12.5 / -12.5 eV
frontier orbital gap (spin up / spin down) = 0.226 / 0.224 Eh
2S+1 = 4
⟨S²⟩ = 3.773
net charge = +2